Here is 2 unconnected molecules or ions with the total composition C8H23N2Si at a distorted geometry from OMol25. Energies are from ωB97M-V/def2-TZVPD.

```
34
Properties=species:S:1:pos:R:3:forces:R:3
H 0.89276 -1.49859 0.62197 0.579 -0.931 0.277
H 0.29480 4.51308 4.02802 -0.851 -0.016 -0.309
H -2.79810 -3.94312 -2.61864 0.006 -1.096 -0.487
C 1.07100 4.28182 3.32210 2.041 -1.459 2.371
H -2.99238 0.36235 -1.44011 0.353 -0.251 -0.082
H 1.51250 2.94674 4.74951 0.487 -0.074 4.125
H 1.80409 5.06444 3.45049 0.155 0.363 -0.299
H -0.68440 -3.57627 -3.86716 -0.746 -1.861 -0.089
H 0.08733 1.61198 3.60212 0.525 0.103 -0.057
C -1.90786 0.52323 -1.45397 0.839 -0.329 1.547
H -1.19470 -2.06008 -4.06974 -0.405 1.430 -0.693
H -1.66262 1.28621 -0.70932 -0.237 0.022 0.116
C -1.21297 -2.63297 -1.99026 2.132 -1.505 1.117
C -2.67836 -3.05209 -2.06586 1.609 -0.798 3.733
C 0.95162 -2.39637 -3.52228 -0.671 -0.129 3.507
N 0.33409 -0.80454 0.19753 -0.880 3.325 -1.419
H 0.70321 0.22080 0.49562 -1.106 -2.692 0.226
H -0.65940 -3.46932 -1.42294 -0.504 1.303 -0.514
H 1.58566 0.77681 3.75787 0.821 -1.029 0.999
C 1.79595 2.94875 3.78795 -3.423 0.385 -2.412
H 1.18242 -1.61763 -2.70570 0.343 -1.028 -1.101
H 1.26726 -2.00410 -4.42836 0.338 0.824 -1.801
H -3.08195 -3.17919 -1.01465 0.075 0.124 -1.366
C -0.60084 -2.63508 -3.41392 1.986 0.207 0.660
C 1.16148 1.62795 3.31652 -1.978 2.131 -0.090
H 0.87109 2.12044 1.23131 0.836 -0.752 1.903
H -1.59146 0.96146 -2.37339 0.110 0.046 -1.006
H -3.11026 -2.29747 -2.56241 -2.493 2.652 -1.703
Si -0.84021 -0.97295 -0.99718 -0.350 -0.924 -0.685
H 0.84170 4.14158 2.33510 -1.219 0.397 -2.524
H 1.58174 -3.33434 -3.34518 -1.105 1.268 0.094
H 2.26827 1.37436 1.77205 0.225 0.081 -0.772
H 2.78456 3.04449 3.53706 2.619 -0.200 -0.071
N 1.26800 1.39573 1.91117 -0.111 0.412 -3.196
```
Forces are in eV/Å.

frontier orbital gap	8.622	eV
molecular weight	175.37	g/mol
relative energy (zero: lowest compared OMol25 entry of this formula, charge and spin)	238.8	kJ/mol
net charge	+1

Atom charges from the natural (NBO) analysis, given in e for atoms 1 to 4: 0.434, 0.214, 0.236, -0.599

=====

Here is C3H6N2 in the gas phase at a distorted geometry from OMol25. Energies are from ωB97M-V/def2-TZVPD.

```
11
Properties=species:S:1:pos:R:3:forces:R:3
N -0.78788 -0.75020 0.58659 -0.927 -0.460 -3.650
H -0.89654 -0.74031 2.60652 1.036 0.295 -0.293
H -0.42297 0.92697 1.96111 0.347 -2.593 -0.474
H 1.32530 -0.98154 -0.00286 -2.938 0.025 -1.976
N 0.65289 1.65273 -1.46108 -1.852 -4.717 1.615
H -1.71565 -0.20462 0.38589 2.568 -1.466 -0.133
C 0.24357 -0.81466 -0.60642 -0.032 -0.342 3.698
C 0.32924 0.55360 -1.10803 2.365 4.333 -2.463
H 0.94939 -0.35422 2.01615 -3.444 -0.506 -0.865
C -0.27979 -0.28597 1.78777 2.230 3.809 3.875
H -0.05269 -1.68187 -1.28530 0.648 1.621 0.665
```
Forces are in eV/Å.

frontier orbital gap	9.922	eV
molecular weight	70.09	g/mol
structure (SMILES)	CNCC#N
relative energy (zero: lowest compared OMol25 entry of this formula, charge and spin)	271.0	kJ/mol

Atom charges from the natural (NBO) analysis, given in e for atoms 1 to 4: -0.640, 0.208, 0.159, 0.255

=====

Here is 2 unconnected molecules or ions with the total composition C37H40N5 at a distorted geometry from OMol25. Energies are from ωB97M-V/def2-TZVPD.

```
82
Properties=species:S:1:pos:R:3:forces:R:3
C 1.92996 2.11311 1.28030 0.288 -0.167 0.482
H 1.53414 -1.10622 3.62462 -0.245 -0.121 -0.189
H 3.14150 7.32202 -3.71741 -0.233 -0.300 0.194
C -1.16170 2.75200 0.77619 0.473 0.053 -0.540
C 0.79291 -2.55753 -2.18003 -0.116 -0.181 0.617
C -2.63886 2.86988 0.41821 -0.244 0.548 0.252
C 0.75653 -1.44144 2.92298 0.003 0.449 -0.081
H -2.39280 -3.49460 3.79992 0.310 0.022 -0.233
C 2.66778 1.94303 2.45837 -0.118 0.340 -0.281
H 1.08505 -1.99335 -4.23629 -0.090 -0.209 0.253
N -0.12044 2.06219 -3.35271 1.349 0.654 2.799
C 0.24947 -2.82296 3.33828 -0.362 -0.074 0.005
C 1.37493 -3.85388 3.26007 0.221 -0.336 0.048
H -0.47820 4.81451 0.55806 0.203 -0.294 0.096
H -0.82819 -4.33650 -5.87681 0.163 0.028 0.123
H -1.25967 4.82466 -1.80210 -0.058 -0.246 0.453
H 2.86284 3.21784 -2.35696 -0.247 0.477 -0.099
C -0.50853 3.89117 -0.05362 0.087 0.434 1.186
H 1.14563 -1.60904 -1.76765 -0.038 -0.205 -0.257
C -0.81620 -3.43689 0.97094 0.367 -0.119 -1.205
H 0.55196 -2.42805 5.42940 -0.255 -0.089 -0.123
C -0.10594 -4.78443 -1.80932 -0.034 0.399 0.226
H -0.62725 -3.71546 5.14352 0.063 0.134 -0.028
C 2.65683 6.56068 -3.09967 -0.018 -0.268 0.171
C 2.45091 4.47781 1.28968 0.044 -0.293 0.300
C -4.27196 -4.23380 1.83715 -0.018 -0.088 -0.304
C 0.21031 -4.21420 -5.54546 0.118 0.062 -0.264
H 2.17985 -3.57497 3.95250 -0.186 -0.062 -0.172
H 3.87906 2.90798 3.96798 -0.145 0.077 -0.275
C 0.29919 -3.53116 -1.27390 0.280 -0.396 -1.487
C 1.45570 4.60992 -1.48343 0.388 0.150 0.656
H -1.07368 -1.99823 4.87761 0.126 -0.108 0.019
H -0.43403 -5.56939 -1.12323 0.109 0.211 -0.255
H -0.06556 -0.71203 2.93996 0.267 -0.078 -0.011
H -0.40949 -5.97322 -3.57986 0.103 0.291 0.162
H -5.96869 -4.78166 0.60829 0.318 0.085 0.042
C 0.92271 3.55444 -0.51713 -0.088 0.455 0.165
H -3.48268 4.06545 -1.26392 0.174 -0.124 0.231
C -2.63961 3.40168 -1.02536 -0.327 -0.819 -0.348
C 3.07109 5.22308 -3.17547 -0.225 -0.110 0.253
N -2.08489 -3.54667 2.83327 1.221 0.242 -0.163
H -0.91871 2.83078 1.83974 -0.203 0.043 -0.164
H 1.18546 -1.44714 1.91618 -0.042 0.132 0.291
C -0.85221 -3.25155 2.38964 -0.400 0.118 1.264
H 0.99973 -4.84512 3.54647 0.180 0.150 -0.073
H -4.78253 -4.25790 2.79788 -0.079 -0.045 -0.277
C 0.29064 -3.99100 -4.06758 0.038 0.068 0.263
C -0.09554 -5.00526 -3.18161 -0.008 0.073 0.407
C -2.18235 -3.84132 0.59514 -0.540 -0.193 -0.037
H 2.36114 5.46499 0.83007 0.106 -0.342 0.179
H -3.09742 3.61342 1.08033 -0.079 -0.137 -0.083
H 0.63805 -3.36139 -6.07740 -0.071 -0.155 -0.033
H -3.18467 1.93114 0.52098 -0.001 0.076 0.003
H 1.44322 1.25951 0.79290 0.285 0.408 0.297
H 3.70247 5.16013 2.89851 -0.070 -0.177 -0.027
N 0.84235 2.25976 -1.18024 -0.090 -0.650 -1.563
H 1.15388 -2.75841 0.54982 -0.160 -0.004 -0.155
C -4.20529 -4.41841 -0.59088 0.247 0.198 0.292
H -0.75209 1.80284 0.40302 -0.197 0.169 0.170
C -0.27423 -2.74319 4.77902 0.135 0.038 0.039
C 1.65625 6.91977 -2.19098 0.012 -0.310 0.146
C -2.85096 -4.05031 -0.61255 -0.356 -0.131 0.033
C 0.26678 -3.22674 0.12892 -0.897 -0.031 1.150
H 1.34695 7.95867 -2.08170 0.108 -0.223 -0.117
H 0.31373 6.24782 -0.63207 0.261 -0.086 -0.377
C 3.20128 4.30203 2.45735 -0.199 -0.085 -0.143
N 0.32189 2.26979 -2.31285 -1.036 -0.958 -1.882
C 1.06034 5.94738 -1.37403 0.298 0.170 -0.478
N -1.35969 4.03810 -1.16989 -0.346 0.380 -1.051
H 2.73790 0.94673 2.89556 0.091 0.284 -0.018
H -2.32949 -3.91984 -1.55525 -0.230 -0.140 0.155
C 2.48363 4.24776 -2.35454 0.262 0.600 -0.354
H 1.78809 -3.91859 2.24776 -0.002 -0.045 0.279
C 0.75555 -2.77418 -3.54793 -0.103 -0.098 -0.038
C -4.91356 -4.50779 0.61962 0.393 0.040 0.187
H -2.69482 2.54518 -1.72421 -0.215 0.172 0.092
H 0.75460 -5.11778 -5.84210 -0.083 0.141 0.069
C 3.30245 3.04272 3.05156 -0.126 -0.218 -0.177
C 1.81208 3.37913 0.71082 0.034 0.038 -0.306
C -2.92178 -3.92112 1.78480 -0.528 -0.026 -0.870
H -4.72121 -4.63038 -1.52974 0.183 0.149 0.314
H 3.86812 4.92402 -3.85752 -0.199 0.182 0.170
```
Forces are in eV/Å.

frontier orbital gap	5.366	eV
molecular weight	554.76	g/mol
relative energy (zero: lowest compared OMol25 entry of this formula, charge and spin)	0.0	kJ/mol
net charge	+1

Atom charges from the Mulliken analysis, given in e for atoms 1 to 4: -0.207, 0.553, 0.386, -0.599

=====

Here is a molecular structure, C26H32AsN7O2PtS from OMol25. Energies are from ωB97M-V/def2-TZVPD.

```
70
Properties=species:S:1:pos:R:3:forces:R:3
H 3.00571 -0.32158 -1.83503 0.011 -0.014 -0.002
C 0.62853 -2.24316 1.37778 -0.149 -0.118 -0.188
H -1.26357 6.94719 -0.22230 0.001 0.001 0.001
C 3.60729 -4.31976 2.75416 0.009 0.021 -0.026
H -2.72010 4.57934 -2.29985 0.010 0.007 -0.001
H 1.67765 -5.15790 0.25860 -0.008 0.023 0.020
C 2.69931 -4.84298 3.69891 -0.033 -0.020 -0.022
H 3.19021 1.21228 3.23302 -0.019 -0.020 0.020
H 4.48342 -2.57732 1.84879 0.004 -0.004 0.004
H -0.31298 1.15553 1.28181 0.018 -0.001 0.006
H -0.12184 -1.46651 1.51254 -0.025 -0.164 -0.041
O -2.45382 6.80019 -1.92250 -0.001 -0.001 0.007
C -3.64036 2.10988 -2.95032 -0.040 0.006 0.033
C -5.73816 1.40850 -4.13333 0.005 0.019 0.002
N 1.58530 0.29171 -0.34182 0.091 0.239 -0.149
C 0.42791 3.25675 -0.63858 0.018 0.024 0.012
C 1.92643 -4.01937 4.48526 -0.024 0.009 0.009
S 0.15760 -1.87862 -2.01135 0.134 -0.033 -0.127
C 1.69454 -4.42510 -0.54706 0.000 0.007 -0.092
As 0.28462 -3.15843 -0.27167 -0.037 0.163 0.110
H 1.62640 -1.81132 1.34674 -0.193 -0.197 -0.094
H 4.73251 -0.33755 0.31559 0.012 0.037 -0.012
C -1.23450 6.58684 -1.25728 0.001 -0.004 -0.015
C 0.58507 0.96227 1.86486 0.039 0.109 0.044
C 1.68375 0.53350 0.96054 -0.044 -0.004 -0.052
H -2.65291 7.74147 -1.94634 0.002 0.000 -0.004
H 1.23858 -4.40736 5.22381 0.006 -0.003 0.012
C -1.82916 4.20774 -1.81819 -0.014 0.031 0.041
N 2.95092 0.28173 1.35320 0.070 0.291 0.021
H 0.85299 1.86644 2.41396 0.007 0.014 -0.016
N 2.82623 -0.78221 3.47665 0.141 -0.087 0.199
H -2.13863 -3.45572 0.24750 0.002 0.007 -0.013
H 2.62981 -5.91573 3.81616 0.004 -0.004 0.006
H -2.21216 -1.40689 -2.85065 -0.043 -0.018 0.022
H 1.54250 -4.91974 -1.50457 0.003 -0.001 -0.001
H 2.64562 -3.89639 -0.55444 -0.010 0.006 0.002
C 2.97770 -2.13641 3.36569 0.161 0.016 0.158
H -6.95315 2.20443 -2.81861 -0.011 0.001 -0.012
H -0.39978 7.09013 -1.75917 0.000 0.002 0.002
C 3.76709 -2.96385 2.56192 0.027 -0.002 0.069
H 1.32155 2.84000 -0.19854 0.015 0.005 -0.033
H 0.36542 0.19815 2.60968 0.023 0.097 0.047
C 2.07737 -2.64267 4.29983 0.121 0.041 0.101
H -4.03697 3.11462 -2.94796 -0.008 -0.011 -0.002
C 3.43482 0.27550 2.73702 -0.043 -0.006 -0.151
H 4.21156 -5.00814 2.17747 0.005 -0.001 -0.003
Pt -0.11776 0.37358 -1.46045 -0.132 -0.235 0.832
C -1.34581 -4.14238 -0.04278 -0.014 0.017 -0.027
N -1.91290 0.56990 -2.38351 -0.054 0.044 -0.124
H -6.37241 0.51992 -4.15680 -0.012 0.006 0.034
H 0.57266 -2.96501 2.19302 -0.021 -0.034 -0.062
C -3.89677 -0.20228 -3.44759 0.035 -0.010 -0.037
H -4.45382 -1.04186 -3.84136 0.007 -0.003 -0.008
O -6.35993 2.50943 -3.51223 0.016 0.006 -0.009
C -2.65258 -0.42237 -2.88836 0.032 0.063 -0.130
N -0.42980 2.38616 -1.18410 0.028 -0.005 -0.389
H -5.55012 1.69606 -5.17127 0.000 -0.040 -0.013
C 3.68530 -0.09840 0.24990 0.003 -0.159 0.014
H -1.20368 -4.89318 0.73356 0.006 0.000 0.004
C 2.83138 -0.09120 -0.79960 -0.054 -0.042 0.008
H -1.60197 -4.62425 -0.98407 0.002 -0.007 0.005
C -2.40814 1.83136 -2.40241 0.044 -0.039 0.063
C 0.20159 4.61434 -0.64176 0.011 -0.023 0.046
H 0.92975 5.27444 -0.18934 -0.002 0.001 0.006
N 1.44795 -1.57910 4.92241 -0.036 -0.039 -0.007
N 1.89382 -0.49673 4.43349 -0.039 0.001 -0.095
C -0.95261 5.11282 -1.23573 -0.021 0.002 -0.018
C -4.40716 1.08475 -3.49634 -0.016 0.035 0.014
H 4.51648 0.15772 2.69641 0.000 0.013 0.021
C -1.54380 2.85681 -1.78299 -0.024 -0.015 -0.017
```
Forces are in eV/Å.

frontier orbital gap	8.080	eV
molecular weight	776.66	g/mol
net charge	+2

Atom charges from the natural (NBO) analysis, given in e for atoms 1 to 4: 0.256, -0.982, 0.203, -0.179